Record 1
A cluster of 18 separate species, C23H65N18O40S2 in total at a distorted geometry. Source: OMol25; level of theory: the ωB97M-V functional and the def2-TZVPD basis.

Geometry as ORCA input:
```
! wB97M-V def2-TZVPD RIJCOSX def2/J DEFGRID3
* xyz -1 1
C -1.339 -0.896 1.306
C -1.220 -1.713 -0.124
C 0.159 -1.329 -0.969
O 1.278 -2.260 -0.708
C 1.830 -2.018 0.667
S 3.683 -2.249 0.567
O 3.973 -3.692 1.141
O 4.231 -2.303 -0.912
N 4.630 -1.150 1.535
S 3.914 0.436 1.651
O 2.801 0.533 2.762
O 5.064 1.397 2.145
C 3.285 1.150 0.039
C 2.549 2.626 0.186
O 2.778 3.288 1.480
H -2.370 -0.347 1.397
H -1.157 -1.708 2.157
H -0.507 -0.049 1.412
H -1.338 -2.887 0.040
H -2.135 -1.364 -0.789
H 0.432 -0.197 -0.754
H -0.148 -1.389 -2.119
H 1.353 -2.885 1.334
H 1.469 -1.006 1.128
H 2.499 0.457 -0.520
H 4.210 1.316 -0.692
H 1.369 2.573 0.031
H 2.923 3.394 -0.648
H 2.102 3.024 2.172
C -5.751 -2.362 -1.148
N -4.269 -2.260 -1.061
O -3.697 -1.582 -1.922
O -3.723 -2.863 -0.130
H -6.095 -1.786 -2.010
H -6.002 -3.418 -1.265
H -6.165 -1.956 -0.223
C 3.885 3.609 4.971
N 2.557 3.640 5.641
O 2.532 3.958 6.835
O 1.576 3.344 4.947
H 4.652 3.890 5.696
H 4.049 2.592 4.611
H 3.855 4.323 4.146
C 2.724 -0.912 -4.906
N 1.608 -0.314 -4.125
O 0.527 -0.915 -4.132
O 1.848 0.741 -3.527
H 2.372 -1.832 -5.377
H 3.026 -0.183 -5.661
H 3.538 -1.123 -4.209
C -9.912 -0.131 -0.913
N -8.607 -0.710 -1.329
O -7.590 -0.264 -0.785
O -8.639 -1.596 -2.191
H -9.734 0.633 -0.153
H -10.376 0.307 -1.799
H -10.519 -0.943 -0.507
C -11.312 3.252 0.991
N -12.224 2.688 -0.041
O -13.245 3.332 -0.307
O -11.888 1.615 -0.555
H -11.730 4.193 1.355
H -11.240 2.523 1.801
H -10.342 3.418 0.519
C 5.480 -6.419 2.332
N 6.786 -6.998 1.916
O 7.803 -6.552 2.460
O 6.753 -7.884 1.054
H 5.659 -5.655 3.092
H 5.016 -5.981 1.446
H 4.874 -7.231 2.738
C -1.793 -2.729 -6.425
N -0.844 -2.594 -7.563
O -1.329 -2.460 -8.692
O 0.362 -2.628 -7.290
H -2.814 -2.682 -6.809
H -1.603 -3.693 -5.950
H -1.602 -1.902 -5.737
C -12.175 4.033 5.629
N -12.151 3.802 4.160
O -11.622 2.758 3.760
O -12.664 4.674 3.449
H -11.693 3.190 6.128
H -11.632 4.960 5.826
H -13.221 4.114 5.933
C 10.166 -4.767 4.034
N 11.648 -4.665 4.121
O 12.220 -3.987 3.260
O 12.195 -5.267 5.052
H 9.823 -4.191 3.172
H 9.915 -5.823 3.916
H 9.753 -4.361 4.959
C -4.511 2.064 -0.701
N -3.029 2.166 -0.613
O -2.457 2.844 -1.475
O -2.482 1.563 0.318
H -4.855 2.640 -1.562
H -4.762 1.008 -0.818
H -4.924 2.470 0.225
C 0.937 3.823 -4.098
N 0.881 5.118 -4.828
O 0.118 5.190 -5.797
O 1.606 6.027 -4.406
H 0.252 3.119 -4.575
H 1.964 3.458 -4.152
H 0.636 4.013 -3.065
C 7.605 -1.565 0.125
N 8.554 -1.431 -1.013
O 8.069 -1.297 -2.142
O 9.760 -1.465 -0.740
H 6.584 -1.519 -0.259
H 7.794 -2.530 0.600
H 7.796 -0.739 0.813
C 1.085 0.528 -8.087
N -0.031 1.126 -7.306
O -1.112 0.525 -7.313
O 0.209 2.181 -6.708
H 0.733 -0.392 -8.559
H 1.387 1.257 -8.842
H 1.899 0.318 -7.391
C -10.711 -0.500 7.866
N -10.999 0.896 7.441
O -12.171 1.173 7.162
O -10.040 1.676 7.400
H -11.642 -1.071 7.857
H -9.994 -0.919 7.158
H -10.295 -0.458 8.875
C 10.573 0.965 1.038
N 9.456 1.563 1.819
O 8.375 0.962 1.812
O 9.697 2.618 2.417
H 10.221 0.045 0.567
H 10.874 1.694 0.283
H 11.387 0.755 1.735
C 0.804 -0.751 5.614
N -0.108 -1.315 4.582
O -1.129 -0.671 4.316
O 0.228 -2.388 4.068
H 0.386 0.190 5.978
H 0.876 -1.480 6.424
H 1.774 -0.585 5.142
C 5.929 2.041 -6.766
N 4.600 2.071 -6.097
O 4.575 2.389 -4.903
O 3.620 1.776 -6.790
H 6.696 2.321 -6.041
H 6.093 1.023 -7.127
H 5.899 2.755 -7.592
*
```

The calculation puts the LUMO energy at 0.0057 Eh. The calculation puts the total energy at -155243.959 eV.

***

Record 2
A cluster of 11 separate species, C23H66NO14 in total at a distorted geometry. Source: OMol25; level of theory: the ωB97M-V functional and the def2-TZVPD basis.

Geometry as ORCA input:
```
! wB97M-V def2-TZVPD RIJCOSX def2/J DEFGRID3
* xyz 1 1
C -3.121 -0.942 -1.644
O -4.131 0.017 -2.039
C -4.186 1.164 -1.158
C -3.431 2.434 -1.815
C -2.048 2.813 -1.037
C -0.753 2.125 -1.756
C -0.146 1.031 -0.738
C 1.423 0.732 -0.964
C 1.881 -0.341 0.129
O 2.802 -1.408 -0.278
C 2.805 -2.263 0.923
C 2.610 -1.223 2.146
N 2.471 0.113 1.431
C 1.579 0.903 2.393
O 1.933 2.289 2.194
C 0.807 3.169 2.225
C -0.536 2.964 3.059
O 0.916 4.233 1.556
H -3.432 -1.997 -1.960
H -2.159 -0.695 -2.219
H -2.893 -0.919 -0.520
H -5.312 1.455 -1.081
H -3.836 0.968 -0.088
H -4.138 3.329 -1.671
H -3.251 2.265 -2.938
H -1.911 3.960 -0.973
H -2.176 2.446 0.053
H -1.155 1.593 -2.682
H 0.032 2.895 -2.074
H -0.695 0.024 -0.766
H -0.303 1.453 0.319
H 2.074 1.669 -0.963
H 1.560 0.239 -2.000
H 0.932 -0.921 0.424
H 1.926 -3.007 1.020
H 3.735 -2.942 0.989
H 1.538 -1.392 2.510
H 3.366 -1.283 2.998
H 3.399 0.578 1.279
H 0.511 0.628 2.114
H 1.895 0.582 3.444
H -0.433 3.265 4.154
H -1.312 3.677 2.586
H -0.991 1.910 2.918
C 4.017 6.769 2.376
O 3.262 5.731 2.983
H 4.664 7.220 3.129
H 4.633 6.357 1.571
H 3.343 7.531 1.976
H 2.699 5.348 2.297
C -4.759 6.154 -3.911
O -5.021 5.015 -3.105
H -3.758 6.064 -4.333
H -5.489 6.209 -4.723
H -4.813 7.059 -3.300
H -5.911 5.119 -2.745
C 1.440 -5.839 -0.089
O 0.929 -5.429 1.171
H 1.107 -5.134 -0.851
H 2.533 -5.847 -0.055
H 1.067 -6.837 -0.331
H 1.239 -6.069 1.825
C -8.262 0.528 -0.831
O -7.705 1.831 -0.738
H -7.951 0.079 -1.775
H -7.902 -0.087 -0.002
H -9.353 0.591 -0.803
H -7.995 2.206 0.105
C 5.018 3.194 0.885
O 4.748 2.064 1.709
H 6.016 3.089 0.462
H 4.285 3.244 0.076
H 4.973 4.104 1.486
H 3.862 2.181 2.070
C -0.110 -2.663 -4.000
O -0.620 -2.240 -2.741
H -0.435 -1.956 -4.765
H 0.981 -2.685 -3.968
H -0.497 -3.657 -4.239
H -0.321 -2.881 -2.083
C 4.134 -3.185 -3.192
O 2.829 -3.231 -2.633
H 4.197 -3.914 -4.000
H 4.329 -2.186 -3.591
H 4.873 -3.431 -2.425
H 2.799 -2.578 -1.921
C -8.358 5.517 0.537
O -8.620 4.377 1.343
H -7.356 5.427 0.116
H -9.087 5.571 -0.275
H -8.413 6.421 1.148
H -9.510 4.481 1.703
C 3.213 -7.916 2.702
O 1.829 -8.083 2.983
H 3.405 -6.862 2.490
H 3.805 -8.224 3.566
H 3.486 -8.515 1.830
H 1.687 -9.021 3.166
C 7.108 -7.922 1.716
O 6.746 -8.567 2.929
H 6.201 -7.597 1.206
H 7.733 -7.052 1.934
H 7.652 -8.620 1.076
H 7.564 -8.844 3.359
*
```

The calculation puts the LUMO energy at -0.0877 Eh. The calculation puts the total energy at -55061.469 eV.

***

Record 3
A cluster of 11 separate species, C23H68NO23S in total at a distorted geometry. Source: OMol25; level of theory: the ωB97M-V functional and the def2-TZVPD basis.

Geometry as ORCA input:
```
! wB97M-V def2-TZVPD RIJCOSX def2/J DEFGRID3
* xyz -1 1
C 13.567 8.888 48.374
N 13.003 8.301 47.122
C 11.511 8.247 47.338
C 13.308 9.261 46.016
C 13.506 6.958 46.855
C 12.813 6.288 45.623
O 13.418 4.987 45.468
H 14.733 8.999 48.167
H 13.577 8.143 49.149
H 13.184 9.736 48.762
H 11.097 7.880 46.518
H 11.057 9.324 47.628
H 11.223 7.721 48.159
H 13.081 10.219 46.330
H 12.724 9.338 45.108
H 14.408 9.299 45.647
H 13.601 6.305 47.700
H 14.557 7.055 46.551
H 13.007 6.727 44.740
H 11.748 5.906 45.599
H 13.078 4.633 44.860
S 8.581 5.712 45.358
O 8.186 4.421 45.249
O 9.009 5.812 46.774
O 9.690 6.021 44.522
O 7.399 6.645 45.199
C 7.280 8.954 47.569
C 7.808 9.734 46.422
O 6.974 9.385 45.325
O 8.072 9.171 48.776
H 7.199 7.868 47.185
H 6.252 9.001 47.773
H 8.734 9.327 46.365
H 7.890 10.741 46.581
H 7.053 8.411 45.144
H 8.156 8.237 48.987
C 11.404 3.741 48.212
C 12.597 3.299 48.859
O 13.629 3.176 47.804
O 11.139 5.181 48.357
H 10.571 3.000 48.733
H 11.298 3.710 47.133
H 12.411 2.325 49.191
H 12.993 3.998 49.567
H 13.699 4.127 47.372
H 10.347 5.302 47.939
C 10.773 7.272 41.000
C 11.587 7.104 42.334
O 11.040 7.786 43.400
O 11.354 6.622 39.932
H 10.586 8.252 40.816
H 9.681 6.999 41.115
H 12.681 7.319 42.212
H 11.571 6.119 42.707
H 10.567 7.147 43.890
H 10.725 6.579 39.178
C 4.152 7.346 46.111
C 2.760 7.253 46.800
O 1.825 8.161 46.266
O 5.069 6.420 46.730
H 4.682 8.167 46.080
H 4.102 7.067 44.997
H 2.719 7.627 47.881
H 2.349 6.323 46.886
H 1.779 8.999 46.718
H 5.955 6.570 46.257
C 7.075 7.622 42.194
C 6.703 8.765 41.313
O 7.765 8.839 40.374
O 5.980 7.329 43.125
H 7.875 7.747 42.887
H 7.195 6.609 41.727
H 6.524 9.603 41.861
H 5.858 8.812 40.651
H 7.622 8.106 39.728
H 6.650 6.932 43.801
C 5.075 3.403 44.047
C 6.076 2.958 42.980
O 7.259 3.708 42.953
O 5.756 3.235 45.233
H 4.369 2.763 44.110
H 4.602 4.399 43.928
H 5.629 2.658 42.030
H 6.557 1.991 43.341
H 7.334 3.826 44.028
H 6.633 3.846 45.249
C 8.730 5.032 51.110
C 7.860 5.520 49.911
O 8.551 6.498 49.116
O 8.014 4.303 51.983
H 9.587 5.629 51.714
H 9.383 4.275 50.644
H 7.060 5.946 50.378
H 7.492 4.573 49.400
H 8.488 6.341 48.218
H 7.998 3.293 51.743
C 10.516 2.982 42.940
C 10.056 3.686 41.657
O 8.936 3.157 41.003
O 11.406 3.761 43.772
H 11.020 2.298 42.474
H 9.790 2.731 43.511
H 10.863 4.110 40.941
H 9.776 4.558 41.985
H 8.155 3.189 41.622
H 10.888 4.513 44.187
C 8.689 0.735 48.155
C 8.091 1.885 47.182
O 9.131 2.161 46.307
O 7.585 0.108 48.882
H 9.333 1.096 48.857
H 9.140 0.147 47.636
H 7.592 2.683 47.520
H 7.259 1.512 46.510
H 8.794 2.956 45.827
H 7.360 -0.686 48.597
*
```

The calculation puts the LUMO energy at 0.0529 Eh. The calculation puts the total energy at -84355.397 eV. The energy relative to the best compared isomer or geometry (same formula, charge and spin) comes out at 87.3 kJ/mol.